Record 1
Entry from the OMol25 dataset: C23H33FN4O in the gas phase (ωB97M-V with the def2-TZVPD basis set).

Geometry as XYZ:
```
62
Properties=species:S:1:pos:R:3:forces:R:3:nbo_charge:R:1
C -1.10311 5.05937 1.58708 0.12 -0.12 0.09 -0.634
C -0.35728 3.86791 1.05758 -0.10 0.20 -0.02 0.043
C -0.67181 3.55074 -0.37451 0.15 -0.18 0.14 -0.654
C 0.49662 3.20480 1.82912 0.18 -0.10 -0.08 -0.219
C 1.32729 2.01355 1.46364 -0.03 0.11 -0.11 -0.268
N 1.05026 0.90136 2.37548 0.10 0.24 0.05 -0.480
C 1.97537 -0.20751 2.22083 0.19 -0.33 -0.18 -0.225
C 1.71050 -1.04803 0.96791 0.21 0.20 0.20 -0.233
N 0.34681 -1.53923 1.01949 0.06 0.03 -0.07 -0.461
C 0.01549 -2.58311 0.05212 0.00 -0.13 0.26 -0.234
C -0.92561 -2.17098 -1.05566 0.01 0.18 -0.28 -0.008
C -2.22568 -2.66385 -1.04201 -0.09 -0.01 -0.14 -0.287
C -3.14703 -2.23767 -1.97819 0.09 0.08 -0.04 0.415
F -4.39541 -2.74471 -1.93905 0.11 0.06 0.00 -0.321
C -2.83078 -1.29725 -2.94163 -0.17 -0.16 0.15 -0.287
C -1.53947 -0.81048 -2.97040 0.17 -0.10 0.14 -0.181
C -0.58892 -1.25184 -2.05553 -0.65 -0.21 -0.03 0.178
N 0.71222 -0.71822 -2.17455 0.65 -0.16 -0.02 -0.223
N 0.91819 0.59432 -1.98519 -0.25 0.79 0.20 -0.305
C 2.19166 0.81682 -2.26228 -0.10 -0.38 -0.08 0.155
C 2.80362 2.16605 -2.13707 -0.06 -0.03 0.02 -0.642
C 2.81685 -0.37931 -2.65831 -0.21 -0.12 0.08 -0.351
C 1.83761 -1.34639 -2.59874 0.21 0.09 -0.04 0.187
C 1.88625 -2.78982 -2.94804 0.04 -0.05 0.01 -0.655
C -0.59865 -0.44079 1.07912 -0.04 0.37 0.18 -0.247
C -0.33623 0.44052 2.31196 -0.53 -0.41 0.02 -0.046
C -0.74250 -0.27115 3.60926 0.21 0.45 0.10 -0.439
C -0.60306 0.64782 4.82639 -0.36 -0.18 -0.12 -0.051
O 0.72663 0.98044 5.12112 0.50 0.10 0.19 -0.748
H -0.88538 5.93907 0.98202 -0.03 0.11 -0.05 0.211
H -0.83244 5.27019 2.61814 0.00 0.05 0.09 0.214
H -2.17767 4.88413 1.53746 -0.11 0.04 -0.02 0.210
H -1.75152 3.48048 -0.50473 -0.11 0.02 -0.06 0.212
H -0.22490 2.62230 -0.71618 0.00 -0.08 -0.10 0.233
H -0.31833 4.35902 -1.01556 -0.02 0.08 -0.10 0.213
H 0.63195 3.52623 2.85441 -0.04 0.12 0.16 0.200
H 1.18376 1.74070 0.41265 0.06 0.00 -0.01 0.196
H 2.38388 2.27251 1.60235 -0.03 -0.06 -0.09 0.204
H 1.88557 -0.84808 3.10085 0.08 -0.01 -0.02 0.208
H 2.99392 0.18722 2.18979 -0.02 0.00 0.04 0.202
H 1.91282 -0.43695 0.07660 0.01 -0.08 -0.05 0.177
H 2.39246 -1.90204 0.96157 0.02 0.04 -0.01 0.200
H 0.94613 -2.97170 -0.36631 -0.02 -0.04 0.04 0.210
H -0.46424 -3.39904 0.60830 0.04 -0.04 -0.24 0.199
H -2.52975 -3.37746 -0.29158 -0.04 -0.07 0.09 0.232
H -3.57668 -0.96683 -3.64584 -0.09 0.02 -0.07 0.235
H -1.24748 -0.07560 -3.70468 0.05 0.06 -0.07 0.232
H 2.03671 2.90320 -1.91778 -0.03 0.10 0.02 0.231
H 3.30853 2.43524 -3.06339 0.03 0.09 -0.01 0.223
H 3.54114 2.17433 -1.33463 0.04 0.07 0.03 0.222
H 3.83864 -0.51022 -2.95069 0.23 -0.09 -0.09 0.225
H 2.36641 -2.91737 -3.91692 -0.02 -0.06 -0.02 0.235
H 2.47052 -3.34722 -2.21499 -0.03 -0.06 0.01 0.227
H 0.88397 -3.21122 -2.99355 0.00 -0.08 -0.02 0.231
H -0.54637 0.19409 0.17835 -0.06 -0.07 0.02 0.184
H -1.60777 -0.85357 1.14234 -0.04 0.10 0.00 0.206
H -0.96064 1.33713 2.21542 0.04 -0.14 0.01 0.220
H -1.78649 -0.57607 3.52251 -0.06 -0.07 -0.03 0.207
H -0.14054 -1.16745 3.75273 -0.04 -0.10 0.04 0.212
H -1.19376 1.56240 4.65089 -0.05 -0.09 0.04 0.143
H -0.99985 0.15199 5.71739 -0.08 0.07 -0.09 0.175
H 1.13372 1.23540 4.27289 -0.09 -0.07 -0.02 0.491
```
Positions in Å, forces in eV/Å.

Results
Structure (SMILES) ... CC(C)=CCN1CCN(Cc2cc(F)ccc2-n2nc(C)cc2C)C[C@H]1CCO
Gap between HOMO and LUMO ... 8.730 eV
LUMO ... 0.657 eV
Multiplicity ... 1
HOMO energy ... -8.07 eV

***

Record 2
Entry from the OMol25 dataset: 4 unconnected molecules or ions with the total composition H9O4 (ωB97M-V with the def2-TZVPD basis set).

Geometry as XYZ:
```
13
Properties=species:S:1:pos:R:3:forces:R:3:nbo_charge:R:1
O 0.47941 2.34982 0.13977 0.02 1.01 1.03 -0.705
H 0.36474 3.01497 0.87773 0.07 -0.59 -0.76 0.549
H 1.05163 2.76707 -0.52906 0.10 0.11 -0.13 0.543
O -0.25319 -1.16353 -2.45673 1.67 -0.61 1.91 -0.914
H -0.61330 -0.70712 -3.19786 -0.43 0.48 -1.33 0.524
H 0.66901 -1.50476 -2.68949 -1.76 0.68 0.32 0.542
O -0.04205 -1.39461 2.40617 -3.47 0.70 -1.36 -0.449
H -0.64346 -1.82726 3.04276 -0.62 -0.25 0.27 0.546
H 0.79815 -1.53522 2.73290 4.16 -0.59 1.40 0.519
O -0.52024 0.02717 -0.07731 -0.79 -2.67 0.39 -0.845
H -0.59973 -0.47446 -1.08204 0.90 0.24 0.85 0.593
H -0.50174 -0.49039 0.80568 -0.15 0.82 -2.25 0.555
H -0.18923 0.93833 0.02749 0.30 0.68 -0.32 0.542
```
Positions in Å, forces in eV/Å.

Results
Gap between HOMO and LUMO (spin up / spin down) ... 13.093 / 3.304 eV
LUMO (spin up / spin down) ... -7.765 / -17.142 eV
Multiplicity ... 2
Net charge ... +2
HOMO energy (spin up / spin down) ... -20.86 / -20.45 eV

***

Respective ΔE to the lowest compared entry with this formula, charge and spin values: 62.4; 184.0 kJ/mol.